1.
{
  "formula": "C8H24Ba2N2O10",
  "method": "ωB97M-V with the def2-TZVPD basis set",
  "lumo_ev": -7.89,
  "homo_lumo_gap_ev": 5.28,
  "e_above_lowest_kj_mol": 168.5,
  "total_charge": 2,
  "elements": ["Ba", "Ba", "N", "O", "O", "O", "N", "O", "O", "O", "C", "C", "O", "H", "H", "H", "H", "H", "H", "C", "C", "O", "H", "H", "H", "H", "H", "H", "C", "C", "O", "H", "H", "H", "H", "H", "H", "C", "C", "O", "H", "H", "H", "H", "H", "H"],
  "xyz": [[4.2108, -0.0134, 0.7622], [1.8896, -4.5823, 2.5781], [2.8566, -2.7695, -0.9202], [2.2860, -3.5760, -1.6470], [3.2013, -1.6586, -1.3547], [3.0084, -3.1156, 0.3125], [0.6217, -1.3702, 0.8812], [-0.1568, -1.4259, -0.0647], [1.3354, -0.3594, 1.0631], [0.6067, -2.2888, 1.7502], [-0.0911, 2.3769, -1.7942], [-1.0713, 1.2794, -2.2128], [-1.6776, 1.4133, -3.4673], [-0.5069, 3.3167, -1.4200], [0.4230, 2.6978, -2.7124], [0.7389, 2.1182, -1.1309], [-1.7983, 1.1938, -1.3949], [-0.5421, 0.3269, -2.2458], [-2.3895, 2.0605, -3.4271], [-2.5499, -2.7068, -2.1785], [-1.3151, -2.9507, -3.0191], [-0.2587, -2.0069, -2.7896], [-2.9524, -1.7002, -2.2982], [-2.3666, -2.7965, -1.1029], [-3.3133, -3.4442, -2.4313], [-1.5972, -2.8162, -4.0651], [-0.8828, -3.9490, -2.8785], [-0.1677, -1.9473, -1.8231], [1.7343, 2.0867, 2.9166], [2.4695, 3.1521, 2.1143], [3.4326, 2.5086, 1.2012], [0.8061, 1.6870, 2.5209], [1.4841, 2.4862, 3.9029], [2.3985, 1.2522, 3.1779], [2.9015, 3.9331, 2.7330], [1.7475, 3.6071, 1.4351], [3.5202, 3.1763, 0.5049], [-1.8906, 0.4917, 2.9943], [-2.1526, 0.8981, 1.5291], [-2.6119, -0.1913, 0.7562], [-0.9873, -0.1082, 3.1262], [-2.7900, 0.0254, 3.3941], [-1.7183, 1.3877, 3.6010], [-1.1804, 1.2628, 1.1738], [-2.8785, 1.7054, 1.4929], [-1.8257, -0.6672, 0.4563]]
}

2.
{
  "formula": "C6H16N2",
  "method": "ωB97M-V with the def2-TZVPD basis set",
  "lumo_ev": 0.91,
  "homo_lumo_gap_ev": 9.07,
  "e_above_lowest_kj_mol": 469.5,
  "elements": ["C", "C", "N", "C", "C", "C", "N", "C", "H", "H", "H", "H", "H", "H", "H", "H", "H", "H", "H", "H", "H", "H", "H", "H"],
  "xyz": [[0.3776, 3.3222, -0.2410], [-0.5037, 2.2633, 0.4393], [-0.3556, 0.8932, -0.1182], [-1.0938, 0.8934, -1.4016], [-0.8395, -0.0054, 0.8738], [-0.5577, -1.5348, 0.4362], [0.0210, -1.8251, -0.6768], [2.3864, -3.7525, 0.5635], [0.9650, 2.8826, -1.0527], [-0.2055, 4.0996, -0.7301], [1.1559, 3.6534, 0.4546], [-0.4483, 2.2301, 1.5250], [-1.5357, 2.6039, 0.2046], [-0.7816, 1.7811, -1.9330], [-0.9043, -0.0252, -1.9489], [-2.1591, 0.8580, -1.1168], [-0.3347, 0.1193, 1.8350], [-1.9281, 0.1772, 1.0959], [0.7562, -1.3233, 0.0355], [-0.7404, -2.2296, 1.2923], [2.4456, -4.8431, 0.5855], [1.3442, -3.4938, 0.4184], [2.9533, -3.3947, -0.2948], [2.7803, -3.2949, 1.4658]]
}

3.
{
  "formula": "C6H15N2",
  "method": "ωB97M-V with the def2-TZVPD basis set",
  "lumo_ev": -7.52,
  "homo_lumo_gap_ev": 5.13,
  "e_above_lowest_kj_mol": 1273.1,
  "total_charge": 1,
  "elements": ["N", "C", "C", "N", "C", "C", "C", "C", "H", "H", "H", "H", "H", "H", "H", "H", "H", "H", "H", "H", "H", "H", "H"],
  "xyz": [[-0.5489, 0.9577, 2.8753], [5.3643, -0.7605, -0.1348], [4.4388, -0.3919, -1.0910], [-1.3610, -0.0263, -0.0493], [-1.2995, -0.9820, -1.0985], [-2.1487, -0.6401, -2.3506], [-1.7622, 0.8291, -2.3408], [-1.8667, 1.1016, -0.8751], [-0.9413, 0.3430, 2.1613], [-1.0476, 0.8399, 3.7652], [0.4405, 0.8354, 2.8713], [6.6205, -0.5110, 0.6873], [4.8936, -0.8413, 0.9419], [1.5225, -0.7652, 4.7106], [1.4391, -0.9557, 3.9709], [-0.3107, -0.4043, -1.1257], [-1.0924, -2.0967, -0.8203], [-3.2111, -0.8458, -2.0947], [-1.8803, -1.2350, -3.1845], [-0.6744, 0.9061, -2.6098], [-2.3410, 1.3503, -3.0661], [-1.3153, 2.0268, -0.5260], [-2.9181, 1.2659, -0.6165]]
}

4.
{
  "formula": "C2Br2Cl2O",
  "method": "ωB97M-V with the def2-TZVPD basis set",
  "lumo_ev": -0.07,
  "homo_lumo_gap_ev": 8.94,
  "e_above_lowest_kj_mol": 174.7,
  "elements": ["C", "C", "O", "Cl", "Cl", "Br", "Br"],
  "xyz": [[0.7874, 0.1118, 0.2895], [-1.2229, -0.2111, -0.4550], [0.7948, 0.8485, 1.1647], [1.8583, -0.8527, -0.5444], [-0.9933, -0.5425, -2.1183], [-1.7976, -1.7133, 0.5389], [-2.1267, 1.3307, 0.0504]]
}

5.
{
  "formula": "C8H7F5N3O2PdSTe",
  "method": "ωB97M-V with the def2-TZVPD basis set",
  "lumo_ev": 1.31,
  "homo_lumo_gap_ev": 6.73,
  "e_above_lowest_kj_mol": 0.0,
  "total_charge": -1,
  "elements": ["Pd", "N", "C", "S", "N", "N", "C", "C", "C", "C", "C", "C", "C", "O", "H", "H", "H", "H", "H", "H", "H", "F", "Te", "F", "F", "F", "F", "O"],
  "xyz": [[0.7455, -0.0569, 0.2027], [-3.1385, 1.2369, -0.7579], [-1.9250, 0.6226, -0.7506], [-0.5280, 1.6583, -0.4480], [-1.8266, -0.6250, -1.0539], [-0.5097, -1.0205, -0.9867], [-0.1067, -2.0618, -1.6099], [1.2888, -2.4077, -1.7460], [1.6238, -3.7224, -2.0815], [2.9332, -4.0965, -2.2857], [3.9293, -3.1230, -2.1838], [3.6234, -1.8158, -1.8768], [2.3007, -1.4143, -1.6234], [2.0427, -0.1524, -1.3529], [-3.2143, 2.0773, -0.2134], [-3.9357, 0.6228, -0.7474], [-0.8650, -2.6575, -2.1111], [0.8278, -4.4539, -2.1666], [3.1838, -5.1240, -2.5115], [4.9652, -3.4001, -2.3405], [4.3942, -1.0612, -1.7923], [-0.6992, -0.8874, 4.3991], [0.6460, -1.0712, 3.0260], [1.9776, 0.8720, 1.3575], [1.5189, -2.5082, 4.1084], [-0.3972, -2.5839, 2.5600], [1.5972, -1.7753, 1.2091], [-0.5132, -0.1857, 1.6903]]
}

6.
{
  "formula": "C22H49N2P3S2V",
  "method": "ωB97M-V with the def2-TZVPD basis set",
  "spin_multiplicity": 3,
  "lumo_ev": [-10.28, -11.80],
  "homo_lumo_gap_ev": [5.75, 3.97],
  "e_above_lowest_kj_mol": 294.6,
  "total_charge": 3,
  "s2": 2.0885,
  "elements": ["V", "P", "P", "P", "H", "C", "C", "H", "C", "C", "C", "C", "C", "C", "C", "C", "C", "H", "H", "H", "H", "H", "H", "H", "H", "H", "H", "H", "H", "H", "H", "H", "H", "H", "H", "H", "H", "H", "H", "H", "H", "H", "H", "H", "H", "H", "C", "C", "C", "C", "C", "C", "S", "H", "H", "H", "H", "H", "H", "C", "N", "C", "C", "S", "N", "C", "C", "H", "H", "H", "H", "H", "H", "H", "H", "H", "H", "H", "H"],
  "xyz": [[-0.6403, 0.2732, -1.4437], [1.3743, 1.2411, 0.2379], [-1.9697, 1.8462, -0.4322], [0.7386, 1.5174, -3.0287], [0.5907, -5.1684, 0.1217], [0.9513, -4.3946, -0.5871], [2.0966, -3.6677, -0.4132], [2.3704, -3.1714, 0.5627], [1.6861, 0.8429, 1.9914], [1.7057, 3.0570, 0.5923], [3.1015, 0.7890, -0.3378], [-3.5806, 0.9895, -0.5919], [-1.9367, 2.2547, 1.3695], [-2.0860, 3.4711, -1.2174], [2.1477, 0.5342, -3.7580], [1.3498, 3.2152, -3.0706], [-0.5716, 1.4936, -4.3371], [0.3980, -4.3452, -1.5426], [2.7665, -3.4473, -1.2946], [1.4597, -0.1960, 2.2055], [1.0646, 1.4568, 2.6430], [2.7334, 1.0278, 2.2588], [0.9379, 3.4054, 1.3061], [1.6718, 3.6781, -0.3190], [2.7044, 3.1492, 1.0700], [3.1031, -0.2606, -0.6749], [3.8158, 0.8832, 0.5035], [3.4493, 1.4316, -1.1631], [-4.3751, 1.7197, -0.4022], [-3.6632, 0.1730, 0.1379], [-3.6561, 0.5524, -1.5924], [-2.9478, 2.5135, 1.7053], [-1.2731, 3.0884, 1.5804], [-1.5931, 1.3742, 1.9045], [-2.9858, 4.0096, -0.8819], [-2.1270, 3.3706, -2.3071], [-1.2152, 4.0850, -0.9652], [1.9970, 0.3169, -4.8268], [2.2151, -0.4384, -3.2397], [3.1195, 1.0401, -3.6274], [1.4068, 3.5956, -4.0890], [2.3363, 3.2965, -2.6264], [0.6775, 3.8620, -2.5154], [-0.2722, 0.9277, -5.2291], [-0.7924, 2.5314, -4.6273], [-1.5081, 1.0472, -3.9639], [-0.6439, -2.2550, -4.3101], [-1.7636, -2.0605, -5.1590], [-2.0185, -2.9535, -6.1950], [-1.1304, -4.0149, -6.4449], [-0.0351, -4.2627, -5.5958], [0.2335, -3.3546, -4.5924], [-0.2216, -1.5252, -2.8311], [-1.4191, 0.2789, -0.0384], [-2.4639, -1.2374, -4.9446], [-2.9201, -2.8526, -6.8161], [-1.2723, -4.6538, -7.3137], [0.6200, -5.1349, -5.6954], [1.0832, -3.5192, -3.9225], [-3.0074, -0.3410, 3.6085], [-1.5750, -0.4393, 3.8986], [-0.9610, 0.7069, 4.6106], [-0.7387, -1.1939, 3.0824], [-0.8999, -1.3063, 1.3541], [0.2602, -1.8657, 3.7170], [0.3926, -1.9108, 5.1863], [1.2491, -2.6354, 2.9515], [-3.5015, -0.1329, 4.5622], [-3.3376, -1.3098, 3.2086], [-3.2585, 0.4624, 2.8979], [0.1040, 0.4769, 4.7935], [-1.0368, 1.6531, 4.0312], [-1.4893, 0.8080, 5.5700], [-0.5715, -1.6867, 5.6535], [0.7212, -2.9167, 5.4680], [1.1743, -1.2087, 5.5218], [2.0113, -1.9571, 2.5254], [0.7608, -3.1927, 2.1358], [1.7417, -3.3172, 3.6527]]
}

7.
{
  "formula": "C4H8O",
  "method": "ωB97M-V with the def2-TZVPD basis set",
  "lumo_ev": [0.82, 0.89],
  "homo_lumo_gap_ev": [8.08, 7.93],
  "e_above_lowest_kj_mol": 336.2,
  "elements": ["C", "C", "C", "C", "O", "H", "H", "H", "H", "H", "H", "H", "H"],
  "xyz": [[0.1976, -1.4573, -0.8668], [0.4904, 0.0472, -0.7421], [-0.2682, 0.9663, 1.9309], [-0.6439, 0.9407, -0.3983], [-0.8339, 1.3493, 0.8182], [1.1317, -2.0135, -1.0064], [-0.3084, -1.8544, 0.0193], [-0.4411, -1.6528, -1.7350], [0.9135, 0.3941, -1.6939], [-0.5658, 1.5351, 2.7977], [1.2664, 0.2080, 0.0265], [0.2998, 0.0480, 1.9680], [-1.2381, 1.4893, -1.1178]]
}

Repeat the third record exactly.
{
  "formula": "C6H15N2",
  "method": "ωB97M-V with the def2-TZVPD basis set",
  "lumo_ev": -7.52,
  "homo_lumo_gap_ev": 5.13,
  "e_above_lowest_kj_mol": 1273.1,
  "total_charge": 1,
  "elements": ["N", "C", "C", "N", "C", "C", "C", "C", "H", "H", "H", "H", "H", "H", "H", "H", "H", "H", "H", "H", "H", "H", "H"],
  "xyz": [[-0.5489, 0.9577, 2.8753], [5.3643, -0.7605, -0.1348], [4.4388, -0.3919, -1.0910], [-1.3610, -0.0263, -0.0493], [-1.2995, -0.9820, -1.0985], [-2.1487, -0.6401, -2.3506], [-1.7622, 0.8291, -2.3408], [-1.8667, 1.1016, -0.8751], [-0.9413, 0.3430, 2.1613], [-1.0476, 0.8399, 3.7652], [0.4405, 0.8354, 2.8713], [6.6205, -0.5110, 0.6873], [4.8936, -0.8413, 0.9419], [1.5225, -0.7652, 4.7106], [1.4391, -0.9557, 3.9709], [-0.3107, -0.4043, -1.1257], [-1.0924, -2.0967, -0.8203], [-3.2111, -0.8458, -2.0947], [-1.8803, -1.2350, -3.1845], [-0.6744, 0.9061, -2.6098], [-2.3410, 1.3503, -3.0661], [-1.3153, 2.0268, -0.5260], [-2.9181, 1.2659, -0.6165]]
}